No. 1
The following is a quantum chemistry calculation of a molecular structure, C17H18BClHgN6O2 at a distorted geometry, from the Open Molecules 2025 dataset.

Last column: natural (NBO) charge in e.
Positions of all 46 atoms, in Å:
H: -2.259 1.216 6.252  0.2210
H: -0.641 -2.798 0.785  0.3049
C: -2.717 -0.539 -4.287  -0.3427
N: 1.469 -0.476 -2.405  -0.3306
N: -0.770 0.055 -3.380  -0.2822
Hg: -1.178 -0.739 -0.479  1.6917
C: 0.842 3.016 -2.024  -0.0130
C: -0.058 -1.402 6.275  -0.2464
H: 3.165 -0.709 -3.637  0.2237
H: -1.562 1.252 3.854  0.2350
C: 2.042 -1.708 -0.687  -0.0092
C: -1.146 0.504 4.538  -0.1745
B: 0.640 0.623 -3.125  0.5436
N: -0.114 1.397 -0.836  -0.3892
C: -1.670 -2.402 0.553  -0.9325
C: 0.315 -1.378 4.930  -0.1711
H: 1.979 -2.122 0.301  0.2614
C: -0.995 -0.464 6.749  -0.0407
C: 0.529 3.530 -0.783  -0.3599
H: -2.584 -0.850 0.375  0.1126
Cl: -1.476 -0.495 8.391  0.0068
H: -0.406 2.445 0.963  0.2487
C: -1.451 0.023 -4.540  0.0237
C: 3.093 -1.785 -1.636  -0.3547
H: -2.242 -3.106 -0.093  0.2269
H: -3.484 -0.713 -5.001  0.2366
O: 0.859 -1.439 2.181  -0.7618
C: -0.241 -0.448 4.042  -0.1561
N: -1.559 -0.451 -2.395  -0.5073
H: -0.997 0.390 -5.443  0.2330
H: 1.310 3.442 -2.911  0.2212
N: 1.065 -0.943 -1.179  -0.4083
H: 0.359 -2.136 6.955  0.2213
C: -0.061 2.482 -0.058  -0.0120
H: 1.040 -2.099 4.550  0.2394
C: 0.064 -0.539 2.552  0.7677
H: -3.532 -1.257 -2.319  0.2212
N: 0.451 1.724 -2.040  -0.3350
H: 1.184 1.048 -4.106  -0.0232
C: -1.537 0.496 5.873  -0.2496
C: 2.694 -0.972 -2.709  -0.0010
H: -2.152 -2.339 1.564  0.2555
O: -0.594 0.293 1.843  -0.8342
H: 4.000 -2.340 -1.557  0.2299
H: 0.704 4.542 -0.430  0.2288
C: -2.742 -0.817 -2.935  -0.0193

Cartesian forces (eV/Å) of the 2 atoms listed first:
0.2 -0.1 -0.1
-0.7 0.9 -0.5

Summary:
Multiplicity ... 1
HOMO level ... -8.38 eV
Kohn-Sham gap ... 7.033 eV
Largest force on an atom ... 4.741 eV Å⁻¹
Net charge ... 0
Total energy ... -48327.6493 eV


No. 2
The following is a quantum chemistry calculation of a molecular structure, C17H18BClN6O2Pd at a distorted geometry, from the Open Molecules 2025 dataset.

Last column: natural (NBO) charge in e.
Positions of all 46 atoms, in Å:
H: -0.277 0.336 -5.706  0.2418
H: 1.547 3.385 -3.539  0.2779
H: -2.188 1.804 2.993  0.2671
H: 0.209 -1.346 4.735  0.2839
N: -0.991 -0.531 -2.637  -0.3035
Pd: 0.508 -0.194 -0.154  1.3524
N: 2.161 -0.524 -2.714  -0.3364
C: 3.733 -2.086 -2.445  -0.3166
C: -1.662 -3.032 1.419  -0.8654
C: 2.987 -1.921 -1.263  0.0021
N: 2.042 -0.981 -1.444  -0.4086
O: 0.523 -1.124 2.307  -0.6051
Cl: -2.187 1.481 7.878  0.2592
H: 4.568 -2.763 -2.620  0.2658
C: -2.128 -0.860 -3.263  -0.0186
C: -0.791 -0.032 -4.818  0.0082
H: -1.734 -1.929 1.376  0.1817
C: -1.724 0.971 6.265  0.1361
C: 1.281 3.067 -2.532  0.1915
C: 3.175 -1.174 -3.341  0.0290
C: -0.450 -0.239 2.354  0.7065
H: -1.934 -3.393 2.419  0.2254
O: -0.761 0.364 1.219  -0.7538
C: 0.732 2.838 -0.394  -0.0543
H: -2.290 -3.466 0.627  0.2331
H: 3.423 -0.937 -4.374  0.2485
B: 1.217 0.560 -3.291  0.5341
N: 0.794 1.609 -0.949  -0.1477
C: -0.949 0.171 3.683  0.0442
C: -0.475 -0.510 4.825  -0.1033
H: -2.822 -0.733 -5.412  0.2617
H: 3.089 -2.416 -0.297  0.2377
C: -2.206 1.652 5.139  -0.1435
C: -0.862 -0.113 6.104  -0.2200
H: -2.950 -1.302 -2.696  0.2322
H: 0.480 2.944 0.659  0.2630
H: -0.478 -0.644 6.968  0.2747
H: 1.076 4.881 -1.246  0.2811
C: -1.823 1.255 3.850  -0.1773
C: 1.037 3.801 -1.370  -0.1074
N: -0.174 -0.021 -3.598  -0.3712
H: -0.624 -3.546 1.229  0.2297
N: 1.131 1.747 -2.260  -0.2924
C: -2.063 -0.568 -4.648  -0.3069
H: -2.869 2.498 5.266  0.2684
H: 1.699 1.018 -4.305  -0.0049

Cartesian forces (eV/Å) of the 2 atoms listed first:
-0.2 -0.2 0.4
-0.1 -0.1 0.3

Summary:
Multiplicity ... 5
HOMO level (spin up / spin down) ... -14.33 / -14.12 eV
Kohn-Sham gap (spin up / spin down) ... 7.462 / 3.366 eV
Largest force on an atom ... 5.524 eV Å⁻¹
Net charge ... +2
Total energy ... -47615.1883 eV


No. 3
The following is a quantum chemistry calculation of 2 unconnected molecules or ions with the total composition C17H18BF3N3O2S2 at a distorted geometry, from the Open Molecules 2025 dataset.

Last column: natural (NBO) charge in e.
Positions of all 46 atoms, in Å:
C: -2.476 0.430 -0.602  -0.2895
F: -2.298 3.476 3.677  -0.9235
H: -1.430 -1.680 -2.714  0.2304
C: 1.952 -1.376 3.844  -0.0652
B: -0.090 0.062 -2.587  1.0848
C: -2.356 1.849 1.378  -0.2323
H: -1.094 -1.755 -0.170  0.2645
O: 1.477 2.688 -2.867  -0.5241
H: -1.254 4.911 0.712  0.1886
C: -1.267 1.076 -2.744  -0.8424
C: 2.325 -3.460 3.197  0.1713
H: -1.369 4.170 2.403  0.3451
C: 0.340 -2.380 -1.724  -0.4026
C: -0.565 -2.640 -0.513  -0.5381
H: -1.022 1.989 -3.282  0.2479
C: -1.266 2.504 -0.647  -0.1969
H: 1.279 -1.955 -1.383  0.2240
N: 1.747 -2.261 2.813  -0.4245
C: 2.291 -0.122 -3.037  0.9956
S: 0.356 -3.347 0.869  0.2990
H: -3.391 -0.023 1.265  0.1909
N: 1.292 0.454 -2.216  -0.8538
C: 1.507 1.848 -2.044  1.0091
C: -2.793 0.703 0.725  -0.1584
N: 2.884 -3.342 4.367  -0.4464
H: 3.004 -1.654 5.725  0.2092
H: 2.299 -4.340 2.583  0.2075
C: -1.578 2.783 0.688  0.0165
F: 2.061 -0.003 -4.335  -0.3116
C: -0.362 -1.490 -2.786  -0.8177
O: 3.251 -0.660 -2.641  -0.4980
C: 1.065 -1.945 1.628  -0.1331
C: -1.689 1.348 -1.303  -0.0377
F: 1.814 2.130 -0.800  -0.2889
H: -2.577 2.081 2.421  0.3127
S: 0.951 -0.434 1.060  0.0607
H: 0.047 3.943 1.333  0.1930
H: -2.805 -0.476 -1.095  0.1880
H: -0.669 3.218 -1.204  0.1864
H: 0.570 -3.345 -2.177  0.1996
C: -1.048 4.030 1.323  -0.6990
H: 0.008 -1.772 -3.775  0.2485
H: -2.112 0.599 -3.237  0.2313
C: 2.659 -2.052 4.791  -0.0966
H: -1.278 -3.418 -0.778  0.2235
H: 1.612 -0.361 3.857  0.2521

Cartesian forces (eV/Å) of the 2 atoms listed first:
0.4 0.5 0.0
-0.2 -0.1 0.4

Summary:
Multiplicity ... 1
HOMO level ... -4.48 eV
Kohn-Sham gap ... 6.230 eV
Largest force on an atom ... 1.415 eV Å⁻¹
Net charge ... -1
Total energy ... -56987.8808 eV